Molecular formula: C4H7O2
Method: DFT, ωB97M-V/def2-TZVPD

Its energy above the lowest of the compared OMol25 structures with the same formula, charge and spin is 82.5 kJ/mol. Its lowest unoccupied orbital energy is -0.173 Eh. For the HOMO-LUMO gap, the calculation gives 0.4036 hartree. Its HOMO energy is -15.69 eV.

The geometry in ORCA input format:
```
! wB97M-V def2-TZVPD RIJCOSX def2/J DEFGRID3
* xyz 1 1
C -0.07 0.00 -0.85
C -0.51 0.45 1.46
C 0.18 -0.25 2.30
C 0.41 0.41 -2.16
O -0.06 -1.28 -0.65
O -0.27 0.86 0.06
H -0.65 -1.65 0.02
H -1.53 0.93 1.85
H -0.44 -0.52 3.20
H 1.22 -0.63 2.16
H 0.06 1.36 -2.45
H 1.41 0.67 -2.05
H 0.26 -0.36 -2.88
*
```